Record 1
{
  "formula": "C4H12N2S2",
  "method": "ωB97M-V/def2-TZVPD",
  "homo_energy_ev": [-13.06, -13.01],
  "total_charge": 1,
  "fmax_ev_per_a": 1.55,
  "lumo_energy_ev": [-3.72, -7.98],
  "de_lowest_kcal_mol": 6.46,
  "s2": 0.76,
  "energy_ev": -28984.717,
  "spin_multiplicity": 2,
  "symbols": ["C", "H", "H", "H", "H", "C", "H", "N", "H", "H", "H", "H", "S", "N", "H", "H", "H", "C", "S", "C"],
  "coordinates": [[-1.450188, 1.153028, -2.274227], [0.268847, 0.025988, -1.664915], [-0.875424, 1.008010, -4.290324], [0.922496, 0.834418, 2.929709], [2.396585, -1.521051, 2.150990], [1.451271, -0.976274, 2.045963], [0.313037, 1.720908, -1.232584], [1.434627, -0.013042, 3.095905], [-1.198432, 2.512991, -3.752185], [0.766132, -2.918961, 1.459109], [-0.233189, -2.206718, 2.772285], [-1.951013, 0.203376, -2.492911], [-0.904527, -1.588033, 0.555982], [-0.803926, 1.621149, -3.490448], [1.417091, -0.415903, 4.015053], [-2.213067, 1.826247, -1.883123], [1.646210, -0.487700, 1.084417], [0.339208, -2.007876, 1.871651], [-1.001832, 0.390846, 0.361090], [-0.323898, 0.838589, -1.261434]],
  "atomic_forces_ev_per_a": [[0.2, -1.3, -0.6], [0.1, -0.2, 0.2], [-0.1, -0.2, 0.2], [-0.2, 0.0, 0.3], [-0.2, -0.5, 0.2], [1.3, 0.5, -0.5], [0.1, 0.1, 0.9], [-0.2, -0.4, -0.6], [0.2, 0.1, -0.2], [-0.3, -0.3, -0.1], [0.2, -0.1, 0.2], [-0.2, 0.1, 0.2], [0.5, 0.1, -0.9], [-0.2, 0.8, 0.3], [-0.2, 0.4, 0.3], [0.2, 0.2, 0.0], [-0.3, 0.2, 0.1], [-0.5, 0.5, 0.2], [0.7, 0.4, 0.9], [-1.0, -0.2, -1.2]]
}

***

Record 2
{
  "formula": "C6H8N2O2",
  "method": "ωB97M-V/def2-TZVPD",
  "homo_energy_ev": -8.60,
  "fmax_ev_per_a": 1.42,
  "lumo_energy_ev": 0.62,
  "de_lowest_kcal_mol": 29.71,
  "energy_ev": -13426.085,
  "spin_multiplicity": 1,
  "symbols": ["C", "H", "O", "N", "C", "H", "H", "C", "H", "O", "C", "N", "C", "H", "H", "H", "C", "H"],
  "coordinates": [[0.238549, 0.077628, -1.143296], [-0.484723, -3.891266, -0.940586], [0.977806, 5.080892, 1.439313], [-0.573022, -1.866728, -0.412552], [0.813201, 1.060024, 1.148415], [-2.114804, -3.161662, -1.005599], [1.787977, 4.568272, 1.514675], [-0.251315, -1.144240, -1.543259], [-1.361070, -3.526719, 0.573719], [0.527242, 1.105618, -1.958780], [-1.168932, -3.188383, -0.449176], [1.180283, 1.990988, 1.740374], [-0.278214, -1.161479, 0.692988], [-0.368699, -1.563878, -2.538049], [-0.558016, -1.508652, 1.683303], [0.715229, 1.931047, -1.442002], [0.295760, 0.051106, 0.296448], [0.622755, 5.147432, 2.344069]],
  "atomic_forces_ev_per_a": [[-0.2, -0.5, 0.8], [-0.2, 0.1, 0.1], [-0.3, 0.4, 0.4], [0.0, 0.0, 0.0], [0.0, 1.4, 0.3], [0.2, 0.0, 0.2], [-0.1, -0.2, 0.1], [0.1, 0.2, -0.3], [0.1, 0.1, -0.2], [0.6, 1.2, 0.3], [-0.1, -0.1, -0.1], [-0.2, -1.2, -0.5], [0.2, 0.3, 0.0], [-0.1, 0.2, 0.3], [0.3, 0.0, -0.3], [-0.2, -1.2, -0.5], [-0.5, -0.6, -0.1], [0.3, -0.2, -0.6]]
}

***

Record 3
{
  "formula": "C4H4MgO5",
  "method": "ωB97M-V/def2-TZVPD",
  "homo_energy_ev": [-13.89, -14.59],
  "total_charge": 1,
  "fmax_ev_per_a": 2.73,
  "lumo_energy_ev": [-6.37, -6.68],
  "de_lowest_kcal_mol": 31.68,
  "s2": 0.75,
  "energy_ev": -19887.216,
  "spin_multiplicity": 2,
  "symbols": ["H", "O", "C", "O", "H", "O", "O", "O", "C", "Mg", "C", "H", "H", "C"],
  "coordinates": [[-1.827637, -0.835558, -0.642744], [1.808119, 2.416317, -1.981687], [-0.382164, 0.717196, -0.999721], [-0.580186, -0.498459, 0.983150], [-0.143926, -1.425017, -0.823441], [0.989503, 1.195616, -0.250264], [-0.903876, -2.673424, 1.598569], [0.555536, -1.281619, 2.648776], [1.808240, 1.980876, -0.893436], [1.023384, 0.471513, 1.806732], [-0.324922, -1.639862, 1.805028], [-1.094113, 1.512028, -0.755817], [-0.154477, 0.678379, -2.067799], [-0.773479, -0.617987, -0.427346]],
  "atomic_forces_ev_per_a": [[0.2, 0.1, -0.1], [-0.2, -0.3, 0.5], [0.2, 0.5, 0.0], [0.1, 1.5, -0.5], [-0.2, 0.1, 0.1], [-2.1, -1.6, 0.7], [0.7, 1.3, 0.0], [1.0, 1.3, 0.3], [1.2, 1.1, -1.0], [-0.7, -1.1, -0.4], [-1.0, -2.6, -0.1], [0.4, -0.1, 0.0], [0.1, 0.1, 0.3], [0.2, -0.4, 0.0]]
}

***

Record 4
{
  "formula": "C16H32ClF5NbO4S",
  "method": "ωB97M-V/def2-TZVPD",
  "homo_energy_ev": -5.01,
  "total_charge": -1,
  "fmax_ev_per_a": 7.20,
  "lumo_energy_ev": 1.94,
  "energy_ev": -63785.988,
  "spin_multiplicity": 1,
  "symbols": ["H", "H", "C", "C", "F", "H", "O", "O", "H", "C", "C", "H", "S", "H", "F", "C", "C", "C", "H", "H", "H", "H", "H", "H", "H", "H", "F", "O", "H", "H", "C", "F", "H", "H", "Cl", "H", "H", "C", "F", "H", "C", "H", "Nb", "H", "H", "C", "H", "C", "C", "H", "H", "H", "H", "H", "C", "C", "O", "C", "H", "H"],
  "coordinates": [[-3.682955, 3.013778, -2.279271], [-1.852893, -2.970663, -5.744066], [3.708786, -2.082179, -4.975628], [1.531993, -0.903226, 2.993933], [-0.873032, -1.827531, 7.622368], [4.357762, -2.963357, -5.010519], [1.424790, 5.433928, 2.678030], [0.764289, -1.254243, -2.272191], [1.841585, -2.006057, 2.726626], [-3.139307, 2.134579, -1.730298], [-1.945607, -2.050772, -5.160273], [-1.477182, -0.412420, -3.411759], [-2.130118, 1.287357, 3.546661], [-1.966963, 0.380560, 0.123982], [0.848080, -2.954529, 5.711440], [0.315482, 4.812956, 3.104436], [0.675346, -0.298293, -3.340257], [-0.639900, -0.366698, -4.118844], [1.268179, 2.141118, 0.955560], [-1.783046, 4.219365, 2.437982], [-0.601054, 4.518646, 0.952204], [-2.359670, 1.610610, -2.465568], [-2.586902, -1.346532, -5.699731], [-1.862354, 3.641609, -0.593903], [4.113192, -1.338225, -4.281417], [0.591634, -0.747356, 0.923541], [-0.976272, 0.310674, 6.532096], [2.390712, -2.454275, -4.603019], [0.725347, 0.681272, -2.854882], [2.476776, -4.007567, -3.279348], [-0.081809, -0.874491, 6.810515], [-1.028562, -1.795084, 4.671037], [-0.747020, 0.523490, -4.741878], [-0.603100, 1.319109, -0.776351], [-3.792783, 2.947130, 0.884880], [2.450195, -0.223832, 2.647733], [0.065815, 4.878337, 4.263760], [2.313517, -2.925794, -3.253575], [1.155660, -0.376142, 7.457826], [2.390493, -0.805098, 5.104634], [-2.410421, 2.627471, -0.308038], [3.667093, -1.630420, -5.970764], [-0.182317, 1.773680, 2.010916], [0.837397, -3.200960, -1.734934], [3.086428, -2.460374, -2.634867], [0.274858, -1.617011, 5.354666], [-0.722674, -1.083536, 2.231593], [-1.391954, 1.414211, 0.114399], [-0.694156, 4.040569, 2.017527], [-2.390267, -2.304724, -4.192884], [1.030135, 0.479173, 4.873913], [1.541373, -0.362906, -3.995176], [0.126898, -2.950110, -3.316280], [-3.882893, 1.260723, -1.406569], [0.935706, -2.623370, -2.660921], [0.267434, -0.479678, 2.041051], [-0.648153, -1.500830, -4.989378], [1.327928, -0.617165, 4.594188], [-2.928679, 0.248880, 2.972100], [0.877162, 2.116223, 3.442989]],
  "atomic_forces_ev_per_a": [[0.9, -1.7, 1.1], [0.1, 0.2, 0.0], [-0.5, -0.1, 0.0], [0.0, 0.6, -0.7], [2.8, 3.4, -1.9], [0.2, 0.1, 0.0], [-5.9, -3.3, 2.6], [0.0, -0.2, -0.6], [-0.6, 1.9, 1.1], [-0.1, -0.8, 0.6], [0.5, 0.1, -0.1], [0.1, 0.0, 0.0], [-0.7, -0.8, -0.7], [0.9, 2.1, 0.1], [-1.8, 3.6, -1.2], [3.5, 2.2, -3.5], [-0.4, 0.0, 0.4], [0.5, -0.4, -0.1], [-0.1, -0.1, 0.3], [2.1, -0.5, -0.9], [0.1, -0.7, 2.1], [-1.5, 1.4, 1.7], [-0.2, -0.1, 0.1], [-1.2, -2.2, 1.2], [0.1, -0.1, 0.0], [-0.6, 0.5, 2.1], [3.2, -4.0, 1.4], [0.4, 0.3, 0.2], [-0.1, -0.1, 0.1], [0.0, -0.1, 0.2], [-1.6, 0.5, -0.2], [3.9, 0.1, 2.1], [0.0, 0.3, 0.1], [-1.7, 0.3, 1.6], [1.0, -0.1, -0.9], [-2.0, -1.4, 0.9], [0.3, -0.5, -2.3], [-0.6, 0.1, -0.5], [-4.4, -1.8, -1.6], [-2.4, 0.2, -0.9], [0.7, -1.1, -3.1], [-0.1, -0.1, 0.1], [-2.1, -1.1, 0.0], [0.1, 0.2, 0.0], [0.0, 0.1, 0.0], [-0.3, 0.5, 0.5], [2.1, 1.0, -0.1], [-0.3, 0.4, -1.8], [0.3, 2.5, 2.1], [-0.1, 0.1, 0.0], [0.3, -2.1, -1.0], [-0.1, -0.2, -0.2], [0.2, 0.0, -0.2], [1.3, 2.1, -0.9], [0.3, 0.2, 0.3], [0.7, -1.0, -0.7], [-0.3, -0.2, 0.3], [0.8, -1.3, 0.1], [1.4, 1.3, 0.6], [0.6, 0.2, 0.1]]
}

***

Record 5
{
  "formula": "CsH2O",
  "method": "ωB97M-V/def2-TZVPD",
  "homo_energy_ev": -14.43,
  "total_charge": 1,
  "fmax_ev_per_a": 0.43,
  "lumo_energy_ev": -4.05,
  "de_lowest_kcal_mol": 7.53,
  "energy_ev": -2622.358,
  "spin_multiplicity": 1,
  "symbols": ["H", "H", "Cs", "O"],
  "coordinates": [[-0.226538, 1.083206, 1.203885], [0.001856, -0.332451, 1.689308], [0.630907, -0.919958, -3.876768], [-0.406226, 0.169203, 0.983574]],
  "atomic_forces_ev_per_a": [[0.0, 0.3, 0.1], [0.1, -0.2, 0.2], [0.0, 0.0, 0.1], [0.0, -0.1, -0.4]]
}

***

Record 6
{
  "formula": "C6H7O4S",
  "method": "ωB97M-V/def2-TZVPD",
  "homo_energy_ev": -3.84,
  "total_charge": -1,
  "fmax_ev_per_a": 3.30,
  "lumo_energy_ev": 3.53,
  "de_lowest_kcal_mol": 79.06,
  "energy_ev": -25358.086,
  "spin_multiplicity": 1,
  "symbols": ["C", "O", "O", "H", "C", "C", "H", "S", "H", "C", "O", "H", "H", "C", "O", "C", "H", "H"],
  "coordinates": [[-0.527170, -0.214121, 0.712142], [-1.738802, 1.114969, -2.630533], [0.296669, 1.935821, -1.491436], [-0.807271, -0.784196, 1.661698], [0.039710, -0.758305, -1.562762], [1.388973, 0.716017, 2.401488], [-0.370310, -1.235326, -2.515913], [-0.804133, 0.908928, -1.474842], [1.505300, 1.110811, 0.402855], [0.971933, 0.462378, 1.032232], [1.395858, 1.161756, 3.510228], [-1.641911, 1.656339, 0.313981], [-1.170880, -2.030199, -0.453730], [-1.644861, 0.608460, 0.114032], [1.837410, -0.423391, 1.814373], [-0.300741, -1.403401, -0.275247], [0.499610, -2.097311, 0.077339], [1.070615, -0.729229, -1.635905]],
  "atomic_forces_ev_per_a": [[1.0, -1.2, 1.8], [1.3, -0.6, 1.6], [-1.2, -1.2, 0.5], [0.3, 1.3, -0.7], [-2.4, 0.0, -2.3], [-1.1, -1.6, 0.2], [0.5, 0.5, 1.4], [-0.5, 0.6, -1.8], [0.3, 0.3, -1.8], [-3.0, -0.1, 1.2], [0.3, 0.1, -0.6], [-0.3, 1.0, 1.4], [-0.5, 0.3, 0.7], [1.8, -0.2, -2.3], [1.2, -0.1, 1.0], [0.4, -0.6, 0.5], [-0.3, 0.6, -0.2], [2.1, 0.9, -0.5]]
}